# 1
ORCA calculation (wB97M-V/def2-TZVPD) on a molecular structure, C20H60F2NO14S2V.

Results
Relative energy (zero: lowest compared OMol25 entry of this formula, charge and spin), kJ/mol: 434.9
Calculated total energy, Ha: -3845.80800
Net charge: +1
LUMO level (spin up / spin down), eV: -4.572 / -4.473
Highest occupied orbital energy (spin up / spin down), eV: -10.994 / -10.994
⟨S²⟩: 3.75
Gap between HOMO and LUMO (spin up / spin down), eV: 6.42 / 6.52
2S+1: 4

```
100
C20H60F2NO14S2V, DFT wB97M-V/def2-TZVPD
V -16.470 20.209 -24.105
N -17.545 20.133 -25.849
S -17.709 21.112 -27.076
O -18.914 21.923 -27.043
O -17.096 20.731 -28.307
F -16.611 22.119 -26.568
S -18.376 18.898 -26.654
O -17.657 17.939 -27.490
O -19.782 19.119 -26.996
F -18.612 18.051 -25.291
C -18.672 14.923 -25.858
C -19.470 15.126 -27.135
O -20.607 14.275 -27.166
H -19.303 15.074 -24.982
H -17.844 15.624 -25.753
H -18.201 13.941 -25.819
H -18.872 14.856 -28.006
H -19.826 16.145 -27.289
H -20.950 14.212 -28.060
C -15.946 23.111 -21.409
C -14.980 22.606 -22.416
O -15.707 22.192 -23.503
H -16.445 24.045 -21.669
H -15.299 23.361 -20.569
H -16.650 22.328 -21.127
H -14.428 21.753 -22.022
H -14.265 23.380 -22.694
H -16.137 22.966 -23.872
C -20.531 20.051 -23.556
C -19.210 19.781 -22.748
O -18.295 20.836 -22.842
H -20.322 20.561 -24.496
H -21.250 20.633 -22.979
H -20.974 19.111 -23.886
H -18.692 18.901 -23.130
H -19.477 19.562 -21.714
H -18.752 21.609 -22.500
C -13.265 19.070 -26.895
C -14.286 20.149 -26.639
O -14.504 20.319 -25.261
H -13.214 18.809 -27.952
H -13.584 18.133 -26.438
H -12.294 19.290 -26.451
H -15.198 19.721 -27.054
H -14.035 21.119 -27.067
H -13.677 20.642 -24.896
C -17.686 25.940 -23.514
C -16.459 25.505 -24.296
O -16.662 24.284 -24.914
H -17.391 26.744 -22.840
H -18.113 25.097 -22.971
H -18.414 26.418 -24.170
H -15.595 25.334 -23.654
H -16.140 26.189 -25.082
H -16.511 24.418 -25.853
C -15.106 15.426 -28.083
C -15.104 14.390 -26.974
O -14.017 13.607 -27.113
H -15.027 15.002 -29.084
H -14.249 16.082 -27.925
H -15.994 16.047 -27.964
H -16.017 13.795 -27.011
H -15.138 14.814 -25.970
H -14.138 12.930 -26.443
C -20.135 16.337 -22.083
C -19.598 14.919 -21.952
O -20.028 14.346 -20.779
H -19.987 16.956 -21.198
H -21.220 16.314 -22.185
H -19.698 16.832 -22.950
H -18.509 14.952 -21.990
H -19.878 14.277 -22.787
H -20.300 13.461 -21.031
C -22.408 20.615 -27.983
C -23.550 21.065 -28.848
O -23.306 20.439 -30.067
H -22.318 19.538 -27.844
H -22.495 21.002 -26.968
H -21.478 21.047 -28.352
H -23.675 22.148 -28.820
H -24.445 20.574 -28.467
H -24.065 20.651 -30.614
C -15.398 17.770 -30.621
C -14.613 19.076 -30.775
O -13.625 18.847 -31.789
H -14.682 16.950 -30.553
H -16.169 17.579 -31.367
H -15.944 17.677 -29.683
H -14.053 19.391 -29.895
H -15.257 19.908 -31.059
H -12.864 19.404 -31.607
C -21.259 17.423 -30.719
C -20.310 18.552 -30.933
O -20.810 19.564 -31.743
H -21.457 16.943 -31.677
H -22.191 17.807 -30.303
H -20.831 16.712 -30.012
H -19.360 18.175 -31.310
H -20.128 18.876 -29.908
H -21.623 19.847 -31.318
```

Atom charges from the Löwdin analysis, given in e for atoms 1 to 6:
1 V 1.15
2 N -0.37
3 S 0.46
4 O -0.22
5 O -0.21
6 F -0.17


# 2
ORCA calculation (wB97M-V/def2-TZVPD) on a molecular structure, C10H17ClINOPRe.

Results
Calculated total energy, Ha: -1697.51946
Net charge: +3
LUMO level (spin up / spin down), eV: -14.990 / -14.895
Highest occupied orbital energy (spin up / spin down), eV: -19.840 / -19.836
⟨S²⟩: 3.77
Gap between HOMO and LUMO (spin up / spin down), eV: 4.85 / 4.94
2S+1: 4

```
33
C10H17ClINOPRe, DFT wB97M-V/def2-TZVPD
C -0.418 -0.128 -2.468
I -1.888 1.785 -1.488
H 0.309 -0.733 -1.854
H 0.199 0.420 -3.200
H -1.102 -0.814 -2.996
Re -0.402 0.211 -0.247
P -1.646 -1.580 0.526
C -3.371 -1.299 1.098
C -1.557 -3.131 -0.457
H 0.209 -2.371 1.914
H -1.333 -3.089 2.431
H -0.934 -1.405 2.888
C -0.849 -2.166 2.103
H -0.503 -3.319 -0.695
H -1.935 -4.022 0.070
H -3.732 -2.275 1.477
H -3.963 -0.957 0.241
H -2.109 -2.993 -1.396
H -3.373 -0.545 1.894
C -0.986 0.774 1.523
O -1.561 1.098 2.512
Cl 1.393 -1.456 -0.322
C 3.623 3.289 -0.382
C 3.203 2.785 0.838
C 2.127 1.891 0.867
N 1.404 1.593 -0.228
C 1.822 2.085 -1.407
C 2.929 2.923 -1.530
H 4.459 3.960 -0.497
H 3.694 3.109 1.748
H 1.918 1.396 1.810
H 1.204 1.740 -2.232
H 3.170 3.223 -2.540
```

Atom charges from the Löwdin analysis, given in e for atoms 1 to 6:
1 C -0.23
2 I 1.17
3 H -0.09
4 H 0.06
5 H 0.08
6 Re 0.72


# 3
ORCA calculation (wB97M-V/def2-TZVPD) on a molecular structure, C17H29GeN3O7W.

Results
Relative energy (zero: lowest compared OMol25 entry of this formula, charge and spin), kJ/mol: 87.0
Calculated total energy, Ha: -3499.63093
Net charge: +2
LUMO level, eV: -7.979
Highest occupied orbital energy, eV: -15.227
Gap between HOMO and LUMO, eV: 7.25

```
58
C17H29GeN3O7W, DFT wB97M-V/def2-TZVPD
W -0.290 1.054 -0.101
O 2.607 3.801 -1.710
C 1.633 3.114 -1.200
O 1.681 1.899 -0.985
C 0.414 3.916 -0.875
C 0.260 5.280 -0.993
C -0.964 5.834 -0.597
C -1.982 5.033 -0.103
C -1.750 3.667 -0.028
N -0.590 3.159 -0.406
C -2.708 2.610 0.458
O -3.777 2.858 0.908
O -2.220 1.350 0.316
H 3.382 3.246 -1.912
H 1.056 5.904 -1.373
H -1.106 6.904 -0.679
H -2.935 5.432 0.220
N -2.288 1.701 -3.032
N -2.334 0.303 -3.022
C -1.385 -0.467 -2.459
O -1.339 -1.657 -2.419
O -0.367 0.288 -1.833
H -3.218 2.044 -2.814
H -2.041 2.026 -3.962
H -3.000 -0.200 -3.594
C 0.752 2.041 2.783
O 0.439 1.467 1.510
H 1.503 1.433 3.278
H -0.164 2.070 3.371
H 1.135 3.047 2.615
C -0.200 -4.702 -0.756
C -0.257 -4.503 0.752
C -1.579 -3.940 1.269
C -2.058 -2.662 0.555
Ge -0.882 -1.188 0.998
C 1.061 -1.073 0.342
C 1.925 -1.364 1.582
C 3.382 -1.637 1.207
C 3.567 -2.890 0.362
H 0.734 -5.182 -1.047
H -0.272 -3.764 -1.311
H -1.016 -5.342 -1.095
H 0.575 -3.865 1.077
H -0.090 -5.460 1.250
H -1.506 -3.754 2.344
H -2.368 -4.686 1.151
H -3.030 -2.357 0.953
H -2.154 -2.793 -0.518
H -0.829 -0.904 2.504
H 1.620 -0.326 -0.241
H 0.973 -1.886 -0.387
H 1.532 -2.219 2.138
H 1.865 -0.512 2.261
H 3.958 -1.728 2.129
H 3.785 -0.762 0.683
H 3.146 -3.764 0.863
H 4.624 -3.089 0.190
H 3.093 -2.805 -0.618
```

Atom charges from the Löwdin analysis, given in e for atoms 1 to 6:
1 W 1.70
2 O 0.23
3 C -0.40
4 O 0.02
5 C -0.13
6 C 0.08


# 4
ORCA calculation (wB97M-V/def2-TZVPD) on 4 unconnected molecules or ions with the total composition ClN3O13.

Results
Relative energy (zero: lowest compared OMol25 entry of this formula, charge and spin), kJ/mol: 0.4
Calculated total energy, Ha: -1601.73987
Net charge: -4
LUMO level, eV: 8.973
Highest occupied orbital energy, eV: 3.091
Gap between HOMO and LUMO, eV: 5.88

```
17
ClN3O13, DFT wB97M-V/def2-TZVPD
N 0.818 -0.104 -1.979
O 0.744 -0.259 -3.134
O 1.069 1.080 -1.642
O 0.545 -1.017 -1.161
N 5.681 -2.078 -1.543
O 6.861 -2.025 -1.150
O 4.837 -2.948 -1.408
O 5.557 -1.178 -2.417
N 0.072 2.274 3.773
O -0.886 1.580 4.019
O -0.187 3.196 3.044
O 1.118 2.128 4.358
Cl -5.170 -0.150 -0.191
O -6.572 -0.173 -0.663
O -4.565 -1.455 -0.535
O -4.508 1.066 -0.663
O -5.414 0.063 1.291
```

Atom charges from the Löwdin analysis, given in e for atoms 1 to 6:
1 N -0.70
2 O -0.08
3 O -0.13
4 O -0.10
5 N -0.66
6 O -0.16


# 5
ORCA calculation (wB97M-V/def2-TZVPD) on a molecular structure, C29H25F5NS4SeTc.

Results
Relative energy (zero: lowest compared OMol25 entry of this formula, charge and spin), kJ/mol: 0.0
Calculated total energy, Ha: -5748.94020
Net charge: +1
LUMO level (spin up / spin down), eV: -2.449 / -3.873
Highest occupied orbital energy (spin up / spin down), eV: -10.216 / -10.312
⟨S²⟩: 3.78
Gap between HOMO and LUMO (spin up / spin down), eV: 7.77 / 6.44
2S+1: 4

```
66
C29H25F5NS4SeTc, DFT wB97M-V/def2-TZVPD
Tc 0.430 0.175 -0.728
C 2.329 -1.851 -2.573
C 3.379 -0.836 -2.158
S 2.650 0.734 -1.583
C 3.581 1.020 -0.052
C 3.435 -0.053 1.022
S 1.692 -0.387 1.438
C 1.573 -2.193 1.368
C 1.890 -2.827 0.025
S 0.988 -2.076 -1.377
H 2.791 -2.823 -2.757
H 1.824 -1.540 -3.487
H 4.012 -0.596 -3.012
H 4.021 -1.221 -1.368
H 3.198 1.977 0.307
H 4.631 1.166 -0.308
H 3.925 0.298 1.930
H 3.914 -0.988 0.737
H 0.536 -2.374 1.651
H 2.217 -2.613 2.141
H 1.616 -3.882 0.059
H 2.954 -2.770 -0.205
C -0.107 4.136 1.125
C -0.588 4.888 0.062
C -0.806 4.277 -1.157
C -0.541 2.923 -1.309
N -0.033 2.208 -0.277
C 0.157 2.803 0.912
C -0.791 2.142 -2.537
C -1.424 2.684 -3.651
C -1.684 1.888 -4.755
C -1.309 0.551 -4.745
C -0.672 0.013 -3.635
C -0.406 0.794 -2.508
H 0.048 4.564 2.105
H -0.802 5.941 0.187
H -1.186 4.843 -1.994
H 0.511 2.171 1.716
H -1.737 3.720 -3.665
H -2.186 2.307 -5.616
H -1.525 -0.075 -5.602
H -0.417 -1.042 -3.648
Se -2.636 1.277 3.016
C -2.933 0.728 4.781
C -4.037 -0.079 5.082
C -4.297 -0.439 6.394
C -3.469 0.011 7.416
C -2.362 0.800 7.125
C -2.086 1.148 5.814
H -4.686 -0.411 4.282
H -5.150 -1.065 6.622
H -3.689 -0.251 8.443
H -1.715 1.142 7.922
H -1.220 1.751 5.576
F -4.399 -4.658 -2.532
C -3.715 -3.729 -1.879
C -2.830 -4.093 -0.881
F -2.649 -5.378 -0.589
C -2.129 -3.113 -0.207
F -1.250 -3.514 0.727
C -2.277 -1.764 -0.493
S -1.456 -0.515 0.454
C -3.168 -1.430 -1.506
F -3.382 -0.156 -1.825
C -3.879 -2.393 -2.198
F -4.722 -2.043 -3.165
```

Atom charges from the Löwdin analysis, given in e for atoms 1 to 6:
1 Tc 0.67
2 C -0.46
3 C -0.45
4 S 0.89
5 C -0.48
6 C -0.46


# 6
ORCA calculation (wB97M-V/def2-TZVPD) on a single C6H11NO molecule.

Results
Relative energy (zero: lowest compared OMol25 entry of this formula, charge and spin), kJ/mol: 1070.7
Calculated total energy, Ha: -364.82366
LUMO level, eV: 0.765
Highest occupied orbital energy, eV: -8.144
Structure (SMILES): C1C[C@H]2CNC[C@H]1O2
Gap between HOMO and LUMO, eV: 8.91

```
19
C6H11NO, DFT wB97M-V/def2-TZVPD
C -1.896 0.841 -0.061
C -1.888 -0.864 -0.342
C -0.295 -1.214 -0.012
C 1.508 -1.303 0.096
N 1.898 0.167 -0.334
C 1.229 1.447 0.036
C -0.400 0.955 0.063
O -0.215 -0.142 0.846
H -2.533 0.999 0.830
H -2.351 1.720 -0.775
H -2.539 -1.114 0.513
H -2.246 -1.143 -1.285
H 0.116 -0.832 -1.107
H 1.951 -2.082 -0.486
H 1.570 -1.672 1.166
H 2.184 0.221 -1.200
H 1.650 2.006 1.127
H 1.327 2.160 -0.912
H -0.245 0.530 -0.987
```

Atom charges from the Löwdin analysis, given in e for atoms 1 to 6:
1 C -0.11
2 C -0.04
3 C -0.20
4 C 0.00
5 N -0.05
6 C -0.10


# 7
ORCA calculation (wB97M-V/def2-TZVPD) on a single C2HClN2O2 molecule.

Results
Relative energy (zero: lowest compared OMol25 entry of this formula, charge and spin), kJ/mol: 181.3
Calculated total energy, Ha: -796.92691
LUMO level, eV: 0.173
Highest occupied orbital energy, eV: -9.722
Structure (SMILES): O=c1o[nH]nc1Cl
Gap between HOMO and LUMO, eV: 9.90

```
8
C2HClN2O2, DFT wB97M-V/def2-TZVPD
O -1.180 1.892 0.160
C -0.477 0.937 0.047
O 0.886 0.979 -0.087
N 1.317 -0.350 -0.285
N 0.324 -1.190 -0.118
C -0.776 -0.523 0.015
Cl -2.311 -1.195 0.125
H 2.216 -0.549 0.141
```

Atom charges from the Löwdin analysis, given in e for atoms 1 to 6:
1 O 0.13
2 C -0.48
3 O 0.08
4 N -0.02
5 N 0.06
6 C -0.69


# 8
ORCA calculation (wB97M-V/def2-TZVPD) on a molecular structure, C28H22AgClN5O3S2.

Results
Relative energy (zero: lowest compared OMol25 entry of this formula, charge and spin), kJ/mol: 201.0
Calculated total energy, Ha: -2983.29509
Net charge: -1
LUMO level, eV: 2.240
Highest occupied orbital energy, eV: -3.630
Gap between HOMO and LUMO, eV: 5.87

```
62
C28H22AgClN5O3S2, DFT wB97M-V/def2-TZVPD
Ag -0.183 -0.309 0.161
Cl 4.552 -0.728 5.518
C 3.257 -0.197 4.532
C 1.931 -0.546 4.931
C 0.834 -0.206 4.116
C 1.038 0.313 2.747
O 0.030 0.602 2.059
C 2.450 0.517 2.347
C 2.800 0.751 1.006
N 1.961 0.525 -0.005
C 2.359 0.676 -1.286
C 3.483 1.296 -1.740
C 3.984 1.144 -3.057
C 3.282 0.438 -4.032
C 2.046 -0.133 -3.704
C 1.199 -0.686 -4.681
C -0.037 -1.135 -4.289
C -0.497 -0.924 -2.968
N 0.257 -0.338 -2.040
C 1.538 0.046 -2.361
C 3.474 0.255 3.228
H 1.765 -0.957 5.895
H -0.182 -0.317 4.567
H 3.796 1.190 0.838
H 4.116 1.744 -1.007
H 4.897 1.647 -3.316
H 3.687 0.425 -5.031
H 1.634 -0.731 -5.685
H -0.712 -1.607 -5.018
H -1.384 -1.415 -2.544
H 4.537 0.275 2.933
C -4.828 -1.140 0.489
C -4.439 0.219 0.864
N -3.438 0.796 0.217
C -3.266 2.055 0.772
C -4.017 2.293 1.874
S -5.049 1.004 2.294
C -2.462 2.992 0.089
C -2.741 4.343 0.315
S -1.503 5.338 -0.370
C -0.734 3.857 -1.003
N -1.283 2.697 -0.668
C 0.576 3.898 -1.705
H -5.291 -1.334 -0.473
H -5.505 -1.534 1.255
H -3.939 -1.809 0.452
H -3.936 3.096 2.586
H -3.593 4.656 0.837
H 1.398 3.485 -1.071
H 0.797 4.946 -2.015
H 0.482 3.297 -2.598
O -2.298 -2.949 -1.279
C -1.544 -3.222 -0.380
C -1.356 -4.770 -0.063
C -0.354 -4.648 1.125
C -0.108 -3.166 1.308
O 0.667 -2.739 2.156
N -0.828 -2.428 0.380
H -0.863 -5.292 -0.895
H -2.255 -5.347 0.169
H 0.582 -5.234 1.125
H -0.782 -4.973 2.100
```

Atom charges from the Löwdin analysis, given in e for atoms 1 to 6:
1 Ag 0.77
2 Cl 0.61
3 C -0.72
4 C -0.11
5 C -0.01
6 C -0.38